Entry 1:
# C3H8N2

C3H8N2 in the gas phase (ωB97M-V/def2-TZVPD, OMol25).

Summary:
E: -6219.7152 eV
Energy relative to the best compared isomer or geometry (same formula, charge and spin): 49.2 kcal/mol
M: 72.11 g mol⁻¹
Kohn-Sham gap: 8.73 eV

Each line ends with the natural charge from an NBO analysis.
Geometry (Å):
C  -0.139  -1.730  -0.248  -0.66
C  0.223  -0.304  0.038  0.12
N  1.518  0.022  0.546  -0.83
C  -0.726  0.645  -0.190  -0.12
N  -0.409  2.065  0.129  -0.87
H  -0.014  -2.626  0.418  0.22
H  0.285  -2.036  -1.211  0.22
H  -1.238  -1.757  -0.388  0.22
H  1.646  -0.698  1.271  0.37
H  1.397  1.032  0.903  0.39
H  -1.706  0.510  -0.647  0.19
H  -1.268  2.669  -0.200  0.38
H  0.432  2.208  -0.422  0.36


Entry 2:
# C3H8N2O

C3H8N2O in the gas phase (ωB97M-V/def2-TZVPD, OMol25).

Summary:
E: -8268.5111 eV
Energy relative to the best compared isomer or geometry (same formula, charge and spin): 18.8 kcal/mol
M: 88.11 g mol⁻¹
Kohn-Sham gap: 10.41 eV

Each line ends with the natural charge from an NBO analysis.
Geometry (Å):
C  -1.459  -1.440  1.057  -0.73
C  -1.082  -0.529  -0.077  0.68
O  -1.785  -0.179  -0.982  -0.59
N  0.234  -0.048  0.057  -0.66
C  0.703  0.964  -0.898  -0.05
N  1.952  1.600  -0.609  -0.83
H  -2.547  -1.429  1.113  0.24
H  -1.155  -2.483  0.932  0.23
H  -0.996  -1.208  2.008  0.23
H  0.875  -0.760  0.334  0.38
H  0.628  0.525  -1.892  0.18
H  -0.024  1.777  -0.840  0.20
H  1.881  2.169  0.237  0.36
H  2.773  1.041  -0.442  0.36


Entry 3:
# C3H8N2O

C3H8N2O in the gas phase (ωB97M-V/def2-TZVPD, OMol25).

Summary:
E: -8264.6939 eV
Energy relative to the best compared isomer or geometry (same formula, charge and spin): 106.8 kcal/mol
M: 88.11 g mol⁻¹
Kohn-Sham gap: 9.62 eV

Each line ends with the natural charge from an NBO analysis.
Geometry (Å):
C  -2.062  0.763  0.991  -0.44
N  -1.132  0.094  0.072  -0.50
C  0.040  0.484  0.237  0.27
N  1.154  -0.090  -0.493  -0.18
C  0.918  -1.323  -1.076  -0.43
O  2.385  0.062  0.152  -0.58
H  -2.300  0.151  1.978  0.21
H  -3.133  0.821  0.325  0.21
H  -1.575  1.817  1.308  0.17
H  0.281  1.436  0.829  0.16
H  1.005  -2.182  -0.403  0.20
H  1.537  -1.397  -2.166  0.18
H  -0.121  -1.218  -1.416  0.25
H  3.004  0.583  -0.340  0.47


Entry 4:
# C3H8N2O

C3H8N2O in the gas phase (ωB97M-V/def2-TZVPD, OMol25).

Summary:
E: -8266.8542 eV
Energy relative to the best compared isomer or geometry (same formula, charge and spin): 57.0 kcal/mol
M: 88.11 g mol⁻¹
Kohn-Sham gap: 9.62 eV

Each line ends with the natural charge from an NBO analysis.
Geometry (Å):
C  1.759  0.967  -1.433  -0.52
N  0.479  0.962  -0.624  -0.67
C  -0.210  -0.178  -0.345  0.77
O  -0.182  -1.178  -1.048  -0.66
N  -0.907  -0.073  0.827  -0.63
C  -1.481  -1.253  1.417  -0.41
H  2.547  1.418  -0.782  0.21
H  0.902  1.352  -2.071  0.31
H  2.072  -0.069  -1.610  0.23
H  0.247  1.855  -0.222  0.39
H  -0.640  0.685  1.435  0.38
H  -0.727  -1.895  1.895  0.18
H  -2.218  -0.945  2.158  0.20
H  -1.968  -1.826  0.628  0.23


> Which value of Kohn-Sham gap does entry 4 give?

9.62 eV


> Which value of energy relative to the best compared isomer or geometry (same formula, charge and spin) does entry 1 give?

49.2 kcal/mol